# 1
A single C18H23FN6O4 molecule, computed with ωB97M-V/def2-TZVPD.

Summary:
net charge = 0
HOMO-LUMO gap = 9.299 eV
ΔE to the lowest compared entry with this formula, charge and spin = 3.1 kcal/mol

Positions of all 52 atoms, in Å:
C 2.28666 2.38201 -1.84058
C 3.01334 1.36853 -1.02317
N 4.08102 0.72003 -1.42155
C 4.45242 -0.07305 -0.36189
C 3.59887 0.09998 0.68299
N 2.67941 1.03625 0.25960
C 1.46550 1.41412 0.97956
C 1.75331 1.84538 2.40358
C 0.54170 0.18601 0.92973
O 0.56668 -0.66184 1.79865
N -0.21390 0.10428 -0.19288
C -0.82752 -1.14072 -0.63461
C 0.03991 -1.90718 -1.63452
C 1.38268 -2.33141 -1.03939
C 2.25798 -3.03376 -2.07457
C 2.41860 -2.16612 -3.31739
N 1.10345 -1.81578 -3.86492
C 0.43838 -2.68694 -4.67114
O -0.75946 -2.89298 -4.63482
C 1.28645 -3.43975 -5.67355
N 1.95577 -2.72492 -6.58566
C 2.61425 -3.42213 -7.48652
O 3.27351 -2.71493 -8.41315
N 2.69982 -4.75125 -7.57345
C 2.05052 -5.44637 -6.66109
O 2.10966 -6.77808 -6.68912
C 1.30627 -4.81219 -5.66688
F 0.66894 -5.53427 -4.73907
C 0.27780 -1.08927 -2.90580
H 2.81750 2.48875 -2.78306
H 1.25824 2.09057 -2.06933
H 2.25616 3.35541 -1.34756
H 5.31506 -0.71622 -0.41427
H 3.53861 -0.35724 1.65463
H 1.01476 2.23697 0.42261
H 0.83542 2.19208 2.87739
H 2.12783 1.00677 2.98675
H 2.48554 2.65179 2.41220
H -0.11766 0.84477 -0.86654
H -0.99744 -1.74260 0.25665
H -1.79830 -0.91179 -1.07861
H -0.52361 -2.79947 -1.92681
H 1.91939 -1.44535 -0.68461
H 1.22226 -2.96975 -0.16816
H 3.24303 -3.24543 -1.65300
H 1.81103 -3.99243 -2.36011
H 2.93447 -1.23533 -3.06646
H 3.00673 -2.66469 -4.08600
H 3.70719 -3.34521 -9.00221
H 2.66376 -7.02487 -7.44306
H -0.66416 -0.82910 -3.38670
H 0.82405 -0.17058 -2.66705

Atomic forces in eV per Å
0.001 0.001 0.001
0.000 0.000 -0.005
-0.001 0.004 0.002
-0.002 -0.004 -0.001
0.004 0.001 -0.001
-0.001 -0.002 0.003
-0.004 0.001 -0.001
0.001 0.000 0.000
0.002 -0.007 -0.002
-0.001 0.000 0.002
0.007 -0.001 -0.002
-0.003 0.000 -0.002
0.000 0.000 -0.001
0.000 -0.001 0.001
-0.002 -0.001 0.001
0.129 0.126 -0.240
-0.231 -0.051 0.238
0.156 -0.346 0.253
-0.056 0.272 -0.254
0.001 0.003 -0.010
0.001 -0.002 0.002
-0.005 -0.007 0.001
0.003 0.003 0.000
0.001 0.003 0.001
-0.005 -0.001 -0.002
0.002 0.000 0.000
-0.002 0.001 0.006
0.002 -0.001 -0.002
0.008 0.004 0.004
0.000 0.001 0.001
0.000 -0.002 -0.001
0.000 0.000 0.000
0.000 -0.001 0.001
0.000 0.001 0.001
0.001 0.001 0.000
0.000 0.001 0.000
0.000 0.000 0.000
0.000 0.000 0.000
-0.002 0.002 0.000
0.000 0.000 0.000
0.000 0.001 0.001
-0.001 0.001 0.002
0.000 0.001 0.001
0.001 0.000 0.000
0.001 0.001 -0.002
0.000 0.000 0.001
0.001 0.000 0.000
0.001 -0.002 0.001
-0.001 0.001 0.001
0.000 0.000 0.000
-0.002 -0.002 0.001
-0.002 0.001 0.002

Atomic partial charges in e from the Mulliken method, atoms 1 to 2: number 1, C, carries -1.6129; number 2, C, carries 1.1820

# 2
A single C6H11NO molecule in a non-equilibrium geometry, computed with ωB97M-V/def2-TZVPD.

Summary:
net charge = 0
HOMO-LUMO gap = 10.370 eV
ΔE to the lowest compared entry with this formula, charge and spin = 34.5 kcal/mol

Positions of all 19 atoms, in Å:
C -0.51089 0.71404 2.08259
C 0.04844 0.73348 0.71967
N 1.31106 0.67730 0.37218
C 1.28448 0.49709 -1.06972
C 2.00042 -0.87684 -1.15452
O -0.04371 0.50038 -1.49173
C -0.92255 0.50378 -0.39075
C -1.77608 -0.71148 -0.19174
H -0.70619 -0.32932 2.39077
H -1.54420 0.99469 2.17163
H 0.07934 1.25667 2.72043
H 1.87779 1.25300 -1.59082
H 3.10844 -0.84328 -1.04471
H 1.79386 -1.26948 -2.12817
H 1.57318 -1.45993 -0.36379
H -1.53810 1.42028 -0.53064
H -2.00057 -1.07425 -1.21115
H -2.73541 -0.51095 0.35541
H -1.29931 -1.47519 0.35507

Atomic forces in eV per Å
-1.202 -1.879 -0.670
1.751 -0.766 -0.264
-3.392 1.706 1.060
1.998 -1.177 1.274
0.326 0.806 -0.974
-0.312 -0.758 -1.421
0.624 2.121 0.082
-1.720 0.220 -1.054
1.061 0.093 0.156
-0.468 1.144 -0.502
1.368 0.946 1.957
-0.327 0.176 -0.004
-0.860 0.335 0.134
-0.153 -0.686 -0.582
-0.101 -0.741 0.184
-0.078 -0.553 0.218
-0.192 -0.065 0.563
0.814 0.110 -0.654
0.863 -1.032 0.496

Atomic partial charges in e from the Mulliken method, atoms 1 to 2: number 1, C, carries -1.3744; number 2, C, carries 0.5263

- The lowest HOMO-LUMO gap belongs to which entry?
  C18H23FN6O4

- Which value of ΔE to the lowest compared entry with this formula, charge and spin does entry 1 give?
  3.1 kcal/mol

- Which of these has the lowest HOMO-LUMO gap?
  C18H23FN6O4